## one
Formula: C3H10N2O2
Source: the OMol25 dataset
Level of theory: ωB97M-V/def2-TZVPD

Values from the calculation:
LUMO level = 0.47 eV
highest occupied orbital energy = -9.12 eV
orbital gap = 9.585 eV
SMILES string = CNC(=O)CN.O

Geometry as ORCA input:
```
! RIJCOSX wB97M-V def2-TZVPD def2/J DEFGRID3
* xyz 0 1
N 1.2679 1.7816 -0.4951
C 1.2422 0.3488 -0.7819
C -0.1690 -0.1562 -0.9602
N -0.8589 -0.3542 0.2121
C -2.3004 -0.5216 0.2731
O -0.5776 -0.6157 -2.0156
H 0.7177 2.3604 -1.1302
H 2.1930 2.1700 -0.5894
H 1.7480 -0.1676 0.0300
H 1.7167 0.0992 -1.7371
H -0.3504 -0.0356 1.0187
H -2.7382 -0.1447 -0.6464
H -2.6218 -0.0935 1.2199
H -2.5228 -1.5944 0.3687
H 0.7843 0.0226 3.3867
H 1.3736 -1.3045 3.3265
O 1.1708 -0.5753 2.7233
*
```

## two
Formula: C3H10N2O2
Source: the OMol25 dataset
Level of theory: ωB97M-V/def2-TZVPD

Values from the calculation:
LUMO level = 0.45 eV
highest occupied orbital energy = -8.03 eV
orbital gap = 8.481 eV

Geometry as ORCA input:
```
! RIJCOSX wB97M-V def2-TZVPD def2/J DEFGRID3
* xyz 0 1
C 1.8516 -0.2726 -0.9591
C -2.0263 0.2834 1.1206
C 1.9024 -0.0049 0.4993
N -2.1229 -0.1600 -0.2465
N 1.1947 -1.2787 -1.4306
O -0.8592 -0.1135 -0.8554
O -1.4545 1.5746 1.2701
H -0.6816 1.5792 0.6863
H -2.7249 0.4664 -0.7786
H 2.4374 0.3801 -1.6105
H -0.1014 -1.1126 -1.0798
H 1.2458 -1.3976 -2.4369
H -3.0307 0.3281 1.5491
H -1.4253 -0.4632 1.6599
H 1.7336 1.0514 0.7049
H 2.8974 -0.2598 0.8768
H 1.1639 -0.6003 1.0304
*
```

## three
Formula: C3H10N2O2
Source: the OMol25 dataset
Level of theory: ωB97M-V/def2-TZVPD

Values from the calculation:
LUMO level (spin up / spin down) = 0.69 / 0.70 eV
highest occupied orbital energy (spin up / spin down) = -6.56 / -5.78 eV
orbital gap (spin up / spin down) = 7.247 / 6.479 eV

Geometry as ORCA input:
```
! RIJCOSX wB97M-V def2-TZVPD def2/J DEFGRID3
* xyz 0 1
C -0.4303 -0.7304 0.3180
C 0.7374 -0.3012 -0.2519
C -1.0133 0.4707 -1.5721
N 1.8378 -0.7539 1.5966
N -1.4313 1.7583 -1.2282
O 1.4693 0.4760 2.3134
O -0.9120 -1.9855 0.2645
H 2.3131 0.9345 2.3809
H -0.3764 -2.5252 -0.3334
H 1.3240 -1.4539 2.1419
H -0.9227 -0.1368 1.0784
H -0.6916 2.4416 -1.1372
H -2.0654 1.8083 -0.4426
H 1.0504 0.7145 -0.0664
H 1.2778 -0.9309 -0.9472
H -1.8276 -0.2366 -1.6925
H -0.3391 0.4505 -2.4223
*
```

## four
Formula: C3H10N2O2
Source: the OMol25 dataset
Level of theory: ωB97M-V/def2-TZVPD

Values from the calculation:
LUMO level = 0.79 eV
highest occupied orbital energy = -8.73 eV
orbital gap = 9.521 eV
SMILES string = C[C@H](COO)NN

Geometry as ORCA input:
```
! RIJCOSX wB97M-V def2-TZVPD def2/J DEFGRID3
* xyz 0 1
C -0.8956 -0.3125 0.0296
C -0.1188 -0.2986 1.3665
C -1.0884 1.1090 -0.5121
N -0.2859 -1.2619 -0.9053
N 0.9293 -0.8950 -1.5332
O 0.8389 0.7180 1.5289
O 2.0599 0.4109 0.8597
H 2.7306 0.5800 1.5343
H -0.9461 -1.4739 -1.6489
H -1.8772 -0.7459 0.2537
H 1.6598 -0.8866 -0.8267
H 0.8873 0.0456 -1.9347
H 0.3321 -1.2852 1.5242
H -0.8127 -0.0826 2.1830
H -1.6175 1.0810 -1.4632
H -1.6667 1.6958 0.1962
H -0.1288 1.6018 -0.6521
*
```

Result of the stability comparison: three is the least stable of them.

## one
Formula: C3H10N2O2
Source: the OMol25 dataset
Level of theory: ωB97M-V/def2-TZVPD

Values from the calculation:
LUMO level = 0.83 eV
highest occupied orbital energy = -9.56 eV
orbital gap = 10.392 eV
SMILES string = CNC(=O)CN.O

Geometry as ORCA input:
```
! RIJCOSX wB97M-V def2-TZVPD def2/J DEFGRID3
* xyz 0 1
N 0.1498 1.8158 -0.4630
C -0.0996 0.5672 -1.2616
C 0.7184 -0.5164 -0.5807
N 0.1924 -1.2378 0.4375
C 0.8388 -2.6036 0.7109
O 1.8897 -0.6022 -0.9742
H 1.1882 1.9088 -0.3147
H -0.2682 2.7009 -0.8331
H -1.2115 0.2709 -1.3236
H 0.2219 0.8525 -2.2498
H -0.5941 -0.8850 0.9439
H 0.2593 -3.3700 0.1121
H 1.7918 -2.4681 0.2333
H 0.9944 -2.7577 1.7653
H -1.3880 1.8337 0.8733
H -2.5452 2.6806 1.4508
O -2.1382 1.8105 1.4737
*
```

## two
Formula: C3H10N2O2
Source: the OMol25 dataset
Level of theory: ωB97M-V/def2-TZVPD

Values from the calculation:
LUMO level = 0.75 eV
highest occupied orbital energy = -8.01 eV
orbital gap = 8.768 eV
SMILES string = CC(=O)CO.NN

Geometry as ORCA input:
```
! RIJCOSX wB97M-V def2-TZVPD def2/J DEFGRID3
* xyz 0 1
C 1.6596 0.2245 -0.3160
O 1.9076 -1.1567 -0.5723
H 1.6176 -1.3134 -1.4867
H 2.1122 0.4075 0.6615
H 2.3493 0.7709 -0.9784
H -0.1349 -0.7147 -1.1808
C -0.2191 1.2394 1.3009
N -1.1861 -0.7155 -0.8806
C 0.0967 0.9952 -0.1486
N -1.5195 -1.4640 0.2917
O -0.1617 1.7943 -1.0387
H -1.8985 -0.0844 -1.2581
H -2.5283 -1.4796 0.4473
H -1.2065 -2.4304 0.1915
H 0.2197 0.4621 1.9269
H -1.3026 1.2610 1.4428
H 0.1943 2.2040 1.5976
*
```

Result of the stability comparison: two is the least stable of them.

## one
Formula: C2H10NOS
Source: the OMol25 dataset
Level of theory: ωB97M-V/def2-TZVPD

Values from the calculation:
LUMO level = -3.61 eV
highest occupied orbital energy = -13.02 eV
orbital gap = 9.410 eV

Geometry as ORCA input:
```
! RIJCOSX wB97M-V def2-TZVPD def2/J DEFGRID3
* xyz 1 1
C -0.5546 0.8803 0.5383
C -0.4958 -0.2388 -0.5349
S -2.1986 -0.7187 -1.0303
N 0.8859 1.2857 0.8147
H -1.1323 1.7018 0.0332
H -0.8806 0.3666 1.4817
H 0.0096 0.2237 -1.3729
H 0.0691 -1.1093 -0.1926
H -2.8102 0.0423 -0.1031
H 1.0371 1.8257 1.6694
H 1.4822 0.4555 0.9736
H 1.2461 1.7692 -0.0078
H 4.4872 -0.4879 1.0805
H 3.4779 -1.4521 0.4796
O 3.5500 -0.5767 0.8745
*
```

## two
Formula: C2H10NOS
Source: the OMol25 dataset
Level of theory: ωB97M-V/def2-TZVPD

Values from the calculation:
LUMO level = -3.54 eV
highest occupied orbital energy = -12.90 eV
orbital gap = 9.353 eV

Geometry as ORCA input:
```
! RIJCOSX wB97M-V def2-TZVPD def2/J DEFGRID3
* xyz 1 1
C -0.1305 -0.9771 -0.3095
C 0.7537 -0.1640 0.5414
S 2.3560 0.2218 -0.3811
N -1.5732 -0.9714 0.4506
H 0.0876 -2.0168 -0.2756
H -0.2450 -0.6133 -1.3240
H 0.8874 -0.6267 1.5516
H 0.2625 0.8107 0.6952
H 2.1384 1.2689 -1.1619
H -2.1674 -1.6142 -0.1567
H -2.0738 -0.0245 0.5901
H -1.4849 -1.4627 1.4002
H -2.9408 1.5455 -0.8184
H -3.2709 2.0314 0.5964
O -2.7021 1.3499 0.0569
*
```

## three
Formula: C2H10NOS
Source: the OMol25 dataset
Level of theory: ωB97M-V/def2-TZVPD

Values from the calculation:
LUMO level = -3.66 eV
highest occupied orbital energy = -13.50 eV
orbital gap = 9.838 eV

Geometry as ORCA input:
```
! RIJCOSX wB97M-V def2-TZVPD def2/J DEFGRID3
* xyz 1 1
C -0.4867 0.7462 -0.0750
C 0.3392 2.0411 0.3271
S 2.1341 2.1407 0.0749
N 0.4478 -0.3194 -0.6747
H -1.2413 0.2601 0.6612
H -1.0801 0.9764 -1.0898
H 0.0383 2.9612 -0.3702
H 0.2245 2.4264 1.3438
H 2.3255 2.3861 1.3036
H 1.2094 -0.4461 0.0045
H -0.0354 -1.2874 -0.6757
H 0.8718 -0.0928 -1.5708
H -1.2010 -4.3960 -0.1834
H -1.8319 -3.7235 0.9436
O -1.7141 -3.6729 -0.0191
*
```

Result of the stability comparison: three is the least stable of them.

## one
Formula: C6H10FN
Source: the OMol25 dataset
Level of theory: ωB97M-V/def2-TZVPD

Values from the calculation:
LUMO level = 1.05 eV
highest occupied orbital energy = -8.45 eV
orbital gap = 9.502 eV
SMILES string = CN1CC[C@H]2[C@@H](F)[C@H]21

Geometry as ORCA input:
```
! RIJCOSX wB97M-V def2-TZVPD def2/J DEFGRID3
* xyz 0 1
C -0.5931 1.4850 -1.5564
C -0.4939 -0.7231 -1.0448
C -0.0327 -1.5654 0.0927
C 0.1467 -0.7071 1.3659
C 1.3329 0.2510 1.6214
C 0.0633 0.6799 0.8379
H -0.4521 1.0976 -2.5400
H -0.0371 2.4578 -1.3190
H -1.7610 1.4123 -1.2898
H -1.5679 -0.6947 -0.9809
H -0.0184 -1.0236 -1.9668
H -0.9354 -2.2594 0.2848
H 0.9168 -1.9506 0.0797
H -0.3013 -1.0058 2.1469
H 1.6484 0.3225 2.7365
H -0.5748 1.5337 1.2054
N 0.0461 0.5296 -0.6923
F 2.6134 0.1604 1.0189
*
```

## two
Formula: C6H10FN
Source: the OMol25 dataset
Level of theory: ωB97M-V/def2-TZVPD

Values from the calculation:
LUMO level = 0.86 eV
highest occupied orbital energy = -8.90 eV
orbital gap = 9.765 eV
SMILES string = C=C[C@@]1(N)[C@H](C)[C@H]1F

Geometry as ORCA input:
```
! RIJCOSX wB97M-V def2-TZVPD def2/J DEFGRID3
* xyz 0 1
C -1.1332 1.4767 -1.5132
C -0.6863 0.2309 -0.7548
C -1.2552 -0.3973 0.5037
C 0.1857 0.1141 0.3218
C 1.3146 -0.9176 0.2991
C 1.1429 -2.2781 0.6127
H -2.2098 1.4737 -1.7853
H -0.2184 1.5762 -2.2531
H -0.8959 2.4341 -0.9420
H -0.2877 -0.3767 -1.6182
H -1.9238 0.2605 1.0398
H 1.3170 1.0675 1.8934
H 1.0064 1.8211 0.3303
H 2.4346 -0.4748 0.5294
H 0.1508 -2.6241 0.8010
H 2.1208 -2.7627 0.9958
N 0.5013 1.1582 1.1505
F -1.5639 -1.7817 0.3891
*
```

Result of the stability comparison: two is the least stable of them.

## one
Formula: C3H6O2S2
Source: the OMol25 dataset
Level of theory: ωB97M-V/def2-TZVPD

Values from the calculation:
LUMO level (spin up / spin down) = 0.18 / 0.17 eV
highest occupied orbital energy (spin up / spin down) = -7.34 / -7.06 eV
orbital gap (spin up / spin down) = 7.519 / 7.226 eV

Geometry as ORCA input:
```
! RIJCOSX wB97M-V def2-TZVPD def2/J DEFGRID3
* xyz 0 1
C 1.6406 0.4815 -0.0534
C -0.7420 -0.1321 -0.2829
C -1.3463 -0.3724 1.1122
O 0.4665 0.2967 -0.6068
O -0.5699 -1.2590 1.8516
S 2.7381 1.3435 -1.0772
S -1.8779 0.1066 -1.5589
H 1.8073 0.3503 0.9561
H -2.4036 -0.7083 0.9009
H -1.4407 0.5275 1.8673
H -0.0613 -1.9793 1.4228
H 2.7663 0.5953 -2.2639
H -0.9770 0.7497 -2.2678
*
```

## two
Formula: C3H6O2S2
Source: the OMol25 dataset
Level of theory: ωB97M-V/def2-TZVPD

Values from the calculation:
LUMO level = 0.33 eV
highest occupied orbital energy = -8.45 eV
orbital gap = 8.779 eV
SMILES string = CO[C@]1(SC)OS1

Geometry as ORCA input:
```
! RIJCOSX wB97M-V def2-TZVPD def2/J DEFGRID3
* xyz 0 1
C -1.0482 0.1359 -0.1308
C 0.5293 1.7607 -0.4449
C 0.6886 -1.8491 0.5569
O -2.1161 0.6415 -0.7548
O -0.1855 0.9633 0.4437
S -2.6379 -0.1500 0.6223
S -0.3564 -1.4260 -0.8707
H 1.1775 2.3564 0.2592
H -0.2158 2.2402 -1.1260
H 1.3050 1.0799 -0.9580
H 1.7675 -1.9432 0.0850
H 0.3865 -2.7455 1.0327
H 0.7056 -1.0641 1.2854
*
```

Result of the stability comparison: one is the least stable of them.

## one
Formula: CH6NO2
Source: the OMol25 dataset
Level of theory: ωB97M-V/def2-TZVPD

Values from the calculation:
LUMO level = 4.67 eV
highest occupied orbital energy = -2.86 eV
orbital gap = 7.530 eV

Geometry as ORCA input:
```
! RIJCOSX wB97M-V def2-TZVPD def2/J DEFGRID3
* xyz -1 1
O 1.3730 -0.2932 -1.7041
H 0.4609 0.0962 -1.2403
N -0.6706 0.7443 -0.4789
C -0.4083 0.4759 0.8581
O -0.3201 -0.9792 1.2285
H 1.8287 -0.7730 -1.0093
H -1.5797 0.4341 -0.7527
H 0.5648 0.9019 1.1266
H -1.1875 0.8090 1.5670
H -0.0612 -1.4159 0.4049
*
```

## two
Formula: CH6NO2
Source: the OMol25 dataset
Level of theory: ωB97M-V/def2-TZVPD

Values from the calculation:
LUMO level = 4.88 eV
highest occupied orbital energy = -3.47 eV
orbital gap = 8.354 eV

Geometry as ORCA input:
```
! RIJCOSX wB97M-V def2-TZVPD def2/J DEFGRID3
* xyz -1 1
N -1.6705 -0.3804 -0.0346
C -0.6158 0.7604 -0.0932
O 0.5636 0.5467 -0.7257
H -1.0003 -1.1534 0.0735
H -1.9548 -0.5421 -1.0008
H -0.3992 0.9806 0.9613
H -1.2379 1.5212 -0.5791
H 1.4858 0.0066 0.2646
H 2.6360 -1.1862 0.2811
O 2.1932 -0.5533 0.8529
*
```

## three
Formula: CH6NO2
Source: the OMol25 dataset
Level of theory: ωB97M-V/def2-TZVPD

Values from the calculation:
LUMO level = 4.71 eV
highest occupied orbital energy = -1.91 eV
orbital gap = 6.614 eV

Geometry as ORCA input:
```
! RIJCOSX wB97M-V def2-TZVPD def2/J DEFGRID3
* xyz -1 1
O -1.0066 -2.1190 0.4341
H -0.1190 -2.3076 0.2427
N -0.1874 0.8216 0.9316
C 0.5739 0.9147 -0.2604
O 0.3209 -0.1377 -1.3072
H -0.7870 -1.2045 0.7799
H -0.3668 1.7882 1.3009
H 1.6363 0.6871 -0.1360
H 0.5817 1.9390 -0.6383
H -0.6460 -0.3818 -1.3472
*
```

Result of the stability comparison: three is the least stable of them.